Molecular formula: C20H29BrGaO9Si
Method: DFT, ωB97M-V/def2-TZVPD

Each line ends with the Mulliken charge.
Atoms and positions in Å:
C: -4.069 -2.032 4.465  -0.964
C: -4.603 -1.106 3.200  -0.211
C: -3.768 0.306 3.087  -0.348
Br: -4.905 1.566 1.997  -0.336
Ga: -1.968 0.008 2.084  -0.172
C: -2.251 -0.044 0.037  -0.372
C: -1.238 -1.123 -0.696  0.019
O: -2.039 -2.029 -1.526  -0.530
Si: -2.464 -3.521 -0.718  0.595
C: -4.409 -3.756 -0.870  -0.931
C: -2.079 -3.602 1.162  -0.517
C: -1.594 -5.052 -1.556  -0.937
H: -2.894 -2.161 4.463  0.193
H: -4.587 -3.094 4.506  0.277
H: -4.372 -1.452 5.463  0.347
H: -5.756 -0.911 3.416  0.339
H: -4.562 -1.699 2.182  0.084
H: -3.479 0.750 4.153  0.372
H: -1.307 -1.352 2.618  -0.229
H: -0.902 1.198 2.398  -0.193
H: -3.354 -0.354 -0.276  0.216
H: -2.113 1.067 -0.375  0.257
H: -0.582 -0.474 -1.455  -0.053
H: -0.473 -1.637 0.022  0.176
H: -4.555 -4.722 -1.514  0.300
H: -4.840 -2.775 -1.341  0.241
H: -4.891 -3.848 0.219  0.250
H: -2.217 -4.742 1.490  0.319
H: -2.849 -2.998 1.828  -0.184
H: -0.954 -3.346 1.445  0.263
H: -1.808 -5.993 -0.889  0.261
H: -0.427 -4.905 -1.582  0.240
H: -2.087 -5.158 -2.617  0.217
C: 2.299 2.808 2.660  -0.943
C: 3.567 3.182 2.847  0.487
C: 4.320 3.918 1.794  0.800
O: 5.477 4.265 2.001  -0.652
C: 3.632 4.198 0.523  -0.652
C: 2.366 3.822 0.335  -0.022
C: 1.605 3.110 1.399  0.894
O: 0.436 2.793 1.203  -0.442
O: 1.714 4.079 -0.857  -0.585
O: 4.227 2.900 4.028  -0.581
H: 1.740 2.275 3.418  0.532
H: 4.196 4.718 -0.240  0.445
H: 0.811 3.711 -0.746  0.416
H: 5.128 3.274 3.919  0.336
C: 4.048 0.014 -4.000  -0.939
C: 4.336 0.647 -5.139  0.335
C: 4.097 2.109 -5.293  0.927
O: 4.390 2.666 -6.345  -0.629
C: 3.505 2.834 -4.158  -0.705
C: 3.214 2.200 -3.021  -0.206
C: 3.479 0.744 -2.857  1.070
O: 3.217 0.193 -1.793  -0.626
O: 2.655 2.875 -1.951  -0.180
O: 4.869 -0.033 -6.218  -0.577
H: 4.219 -1.048 -3.874  0.420
H: 3.320 3.892 -4.290  0.455
H: 2.540 2.199 -1.248  0.284
H: 4.990 0.644 -6.919  0.344

Computed properties:
- M: 591.16 g mol⁻¹
- Gap between HOMO and LUMO: 4.81 eV
- Largest force on an atom: 7.768 eV/A
- Net charge: -1
- HOMO energy: -4.835 eV

=====

Molecular formula: C6H9N4S
Method: DFT, ωB97M-V/def2-TZVPD

Each line ends with the Mulliken charge.
Atoms and positions in Å:
C: 2.098 -1.491 0.122  -0.973
C: 0.757 -1.597 0.379  0.114
C: 2.300 -0.225 -0.365  0.020
C: -1.222 -0.034 0.222  0.459
C: -0.296 2.175 -0.410  -0.298
C: 0.912 1.717 -0.776  -0.176
N: 0.160 -0.498 -0.037  0.114
N: 1.126 0.350 -0.503  -0.054
N: -1.289 1.437 0.108  -0.246
N: -1.655 -0.376 1.549  -0.568
S: -2.384 -0.614 -1.125  -0.164
H: 2.749 -2.299 0.087  0.417
H: 0.220 -2.574 0.600  0.371
H: 3.242 0.132 -0.716  0.397
H: -0.630 3.136 -0.862  0.327
H: -1.856 -1.839 -1.053  0.137
H: 1.842 2.206 -1.175  0.372
H: -2.180 1.844 0.510  0.276
H: -2.647 -0.214 1.671  0.282
H: -1.247 -1.236 1.772  0.191

Computed properties:
- SMILES: N[C@@]1(S)NC=C[n+]2cccn21
- M: 169.23 g mol⁻¹
- Gap between HOMO and LUMO: 8.55 eV
- Largest force on an atom: 3.205 eV/A
- Net charge: +1
- HOMO energy: -12.384 eV
- Relative energy (zero: lowest compared OMol25 entry of this formula, charge and spin): 53.8 kcal per mole

=====

Molecular formula: C25H43IrN3O7P2S
Method: DFT, ωB97M-V/def2-TZVPD

Each line ends with the Mulliken charge.
Atoms and positions in Å:
Ir: -0.219 -0.287 0.556  3.931
N: -0.805 2.570 4.493  -0.157
C: -1.505 1.398 3.807  0.589
C: -2.670 0.914 4.648  -1.737
P: -0.124 0.237 3.470  0.514
O: 0.414 -0.229 4.903  -0.562
O: 0.865 1.206 2.925  -1.025
O: -0.564 -0.934 2.588  -1.075
P: -1.967 2.149 2.138  0.618
O: -3.561 1.988 2.084  -0.500
O: -1.590 3.578 2.243  -0.964
O: -1.472 1.253 1.015  -0.565
H: -1.092 2.684 5.463  0.356
H: -1.034 3.410 3.913  0.377
H: 0.213 2.435 4.415  0.251
H: -2.321 0.565 5.623  0.509
H: -3.160 0.082 4.145  0.328
H: -3.420 1.693 4.792  0.416
H: 0.356 -1.173 5.092  0.399
H: -3.998 2.848 2.102  0.327
C: -4.082 -0.673 0.304  -1.900
C: -2.936 -1.242 -0.512  2.258
C: -3.065 -2.751 -0.716  -1.639
C: -2.746 -0.547 -1.851  0.351
C: -3.834 -0.606 -2.714  -0.506
C: -3.769 -0.101 -3.997  -1.502
C: -2.557 0.374 -4.454  -0.878
C: -1.418 0.430 -3.652  -0.093
C: -0.140 0.766 -4.442  -0.062
C: 1.142 0.056 -4.013  -1.205
C: 0.100 2.251 -4.738  -1.457
C: -1.559 0.068 -2.290  0.439
N: -0.511 0.360 -1.365  0.642
C: 0.203 1.448 -1.519  -0.572
C: 1.314 1.617 -0.703  0.010
C: 2.351 2.542 -0.626  -2.008
C: 3.248 2.034 0.293  -0.873
C: 2.746 0.815 0.794  -0.751
N: 1.575 0.556 0.175  0.168
C: 3.556 -0.078 1.711  2.884
C: 4.849 -0.445 0.954  -1.655
C: 3.952 0.691 2.980  -1.689
C: 2.872 -1.384 2.099  -1.119
H: -4.111 -1.127 1.296  0.426
H: -5.032 -0.892 -0.184  0.443
H: -3.992 0.402 0.419  0.338
H: -1.997 -1.125 0.047  -0.837
H: -4.018 -2.995 -1.188  0.430
H: -3.019 -3.274 0.241  0.374
H: -2.275 -3.131 -1.366  0.301
H: -4.751 -1.063 -2.364  0.346
H: -4.631 -0.130 -4.650  0.390
H: -2.467 0.679 -5.491  0.480
H: -0.370 0.330 -5.418  0.841
H: 1.637 0.520 -3.159  0.094
H: 1.852 0.076 -4.842  0.554
H: 0.933 -0.989 -3.784  0.175
H: 0.609 2.779 -3.930  0.326
H: -0.836 2.770 -4.949  0.337
H: 0.741 2.343 -5.616  0.425
H: -0.074 2.165 -2.280  1.156
H: 2.451 3.445 -1.207  0.563
H: 4.201 2.463 0.555  0.613
H: 5.431 0.441 0.700  0.364
H: 4.631 -0.978 0.026  0.283
H: 5.468 -1.090 1.580  0.440
H: 4.448 1.631 2.738  0.328
H: 4.649 0.087 3.564  0.494
H: 3.076 0.912 3.584  0.184
H: 2.703 -2.031 1.239  -0.164
H: 1.913 -1.235 2.584  -0.081
H: 3.520 -1.919 2.796  0.597
C: 0.802 -4.292 -1.294  -1.239
S: 0.798 -2.511 -1.375  0.853
C: 2.545 -2.241 -1.625  -1.154
O: 0.532 -2.160 0.105  -0.995
H: 1.476 -4.605 -0.499  0.376
H: 1.118 -4.686 -2.259  0.476
H: -0.219 -4.601 -1.082  0.356
H: 2.791 -2.593 -2.628  0.694
H: 3.115 -2.777 -0.868  0.521
H: 2.714 -1.168 -1.553  0.020

Computed properties:
- M: 783.87 g mol⁻¹
- Gap between HOMO and LUMO: 7.12 eV
- Largest force on an atom: 2.033 eV/A
- Net charge: +1
- HOMO energy: -9.911 eV
- Relative energy (zero: lowest compared OMol25 entry of this formula, charge and spin): 13.5 kcal per mole

=====

Molecular formula: C30H30F6LaN7O6S3Se
Method: DFT, ωB97M-V/def2-TZVPD

Each line ends with the Mulliken charge.
Atoms and positions in Å:
La: -0.599 -0.213 -0.657  1.521
C: 3.623 -2.291 0.254  -1.642
C: 2.394 -1.962 -0.560  1.044
O: 1.431 -1.440 0.095  -0.326
C: 2.395 -2.164 -1.935  -1.192
C: 1.214 -1.903 -2.688  1.076
C: 1.295 -1.281 -4.053  -1.587
N: 0.007 -2.191 -2.254  -0.570
N: -0.023 -3.243 -1.326  -0.249
C: -0.896 -3.195 -0.380  0.614
O: -1.683 -2.202 -0.091  -0.298
C: -0.952 -4.414 0.489  0.430
C: -1.558 -4.321 1.736  -0.539
C: -1.614 -5.429 2.573  -0.808
C: -1.077 -6.641 2.164  -0.333
C: -0.477 -6.737 0.912  -0.675
C: -0.413 -5.631 0.080  -0.399
H: 4.059 -1.372 0.650  0.306
H: 3.313 -2.892 1.110  0.297
H: 4.373 -2.833 -0.322  0.415
H: 3.341 -2.336 -2.435  0.317
H: 1.740 -2.022 -4.726  0.451
H: 0.304 -1.031 -4.425  0.281
H: 1.919 -0.388 -4.076  0.187
H: -1.983 -3.374 2.041  0.496
H: -2.083 -5.338 3.545  0.408
H: -1.123 -7.506 2.816  0.366
H: -0.057 -7.681 0.583  0.381
H: 0.060 -5.683 -0.891  0.437
N: -0.872 2.677 -0.044  0.327
C: -0.618 3.937 -0.637  0.142
C: -1.654 4.871 -0.671  -0.979
C: -1.494 6.115 -1.255  -0.581
C: -0.271 6.460 -1.809  -0.804
C: 0.756 5.532 -1.789  -0.723
C: 0.612 4.260 -1.236  0.255
C: 1.738 3.303 -1.368  0.366
C: 2.423 3.221 -2.578  -0.273
C: 3.415 2.270 -2.762  -0.793
C: 3.738 1.386 -1.743  -0.335
C: 3.074 1.478 -0.526  -0.272
C: 2.088 2.435 -0.339  -0.139
H: -0.272 2.450 0.754  -0.304
H: -1.827 2.609 0.287  -0.004
H: -2.605 4.600 -0.226  0.472
H: -2.325 6.811 -1.268  0.378
H: -0.119 7.432 -2.258  0.358
H: 1.714 5.782 -2.230  0.458
H: 2.121 3.845 -3.409  0.543
H: 3.900 2.191 -3.728  0.337
H: 4.481 0.613 -1.901  0.275
H: 3.296 0.798 0.287  0.470
F: -3.959 -3.637 -1.093  -0.230
C: -3.936 -2.741 -2.078  0.636
F: -4.943 -3.030 -2.915  -0.276
F: -2.806 -2.842 -2.751  -0.232
S: -4.178 -0.985 -1.437  1.016
O: -2.977 -0.243 -1.784  -0.828
O: -5.395 -0.571 -2.066  -0.691
N: -4.423 -1.158 0.119  -0.583
S: -3.537 -0.585 1.276  1.381
O: -3.251 -1.467 2.354  -0.802
O: -2.464 0.278 0.757  -0.106
C: -4.717 0.639 1.999  0.457
F: -5.872 0.035 2.321  -0.221
F: -4.198 1.172 3.113  -0.204
F: -4.987 1.634 1.146  -0.218
Se: -0.270 2.430 -5.400  -0.310
C: -0.268 1.642 -3.740  -0.365
N: -0.234 1.124 -2.701  0.272
C: 1.246 -0.382 4.966  -0.932
N: 1.770 0.851 4.423  -0.264
C: 1.221 1.492 3.310  0.508
S: 0.018 0.608 2.413  -0.444
N: 1.586 2.691 3.001  -0.363
C: 2.602 3.311 3.813  -1.310
H: 2.012 -0.847 5.593  0.326
H: 0.998 -1.058 4.153  0.306
H: 0.336 -0.239 5.561  0.252
H: 2.113 1.496 5.118  0.235
H: 1.613 2.501 0.636  0.389
H: 3.507 2.696 3.934  0.387
H: 2.249 3.569 4.829  0.349
H: 2.911 4.254 3.355  0.282

Computed properties:
- M: 1012.67 g mol⁻¹
- Gap between HOMO and LUMO: 6.67 eV
- Largest force on an atom: 1.863 eV/A
- Net charge: -2
- HOMO energy: -2.451 eV
- Relative energy (zero: lowest compared OMol25 entry of this formula, charge and spin): 0.0 kcal per mole